(1)
Entry from OMol25: C3H9NO in the gas phase in a non-equilibrium geometry (wB97M-V/def2-TZVPD).

```
14
Properties=species:S:1:pos:R:3:forces:R:3
C 0.22284 0.19876 -1.09004 -3.0 -0.2 -0.8
C -0.00868 -0.91305 -0.01194 3.8 -2.2 -3.1
C -0.46041 -0.48875 1.29032 -0.2 0.8 4.2
H 2.01091 1.20074 -0.76847 -0.7 -0.4 -0.8
H 0.97835 2.01721 -0.02217 -1.8 -1.5 -1.0
H -0.71466 0.72265 -1.32816 -0.6 -0.8 0.3
H 0.31247 -0.36693 -2.10244 1.1 1.3 1.6
H 1.06906 -1.40352 0.07379 -1.9 0.8 0.2
H -0.53536 -1.75054 -0.52220 -0.3 0.7 0.4
H -1.00152 -1.32394 1.98788 1.4 1.8 -1.8
H 0.52424 -0.14993 1.85814 -2.4 -0.2 -0.7
H -2.01664 0.21054 0.36207 2.2 2.4 3.2
N 0.99184 1.38742 -0.87073 4.3 0.9 1.1
O -1.37244 0.65934 1.14395 -1.9 -3.3 -2.8
```
Forces are in eV/Å.

The HOMO energy is -9.2568 eV. The energy above the lowest of the compared OMol25 structures with the same formula, charge and spin comes out at 286.3 kJ/mol. As for the multiplicity: 1. As for the SMILES: NCCCO. The gap between HOMO and LUMO comes out at 10.12 eV. The total energy comes out at -6792.0883 eV.



(2)
Entry from OMol25: C40H33Co2O7P as an isolated structure in a non-equilibrium geometry (wB97M-V/def2-TZVPD).

```
83
Properties=species:S:1:pos:R:3:forces:R:3
O -2.80909 4.21128 -0.31718 0.4 -0.8 -0.2
C -2.22262 3.26108 -0.63372 -0.8 0.9 -0.1
Co -1.21325 1.86181 -1.00517 -2.7 -2.1 1.9
C -0.23263 1.60171 0.42744 0.0 -0.6 2.9
O 0.18457 1.37273 1.51717 -0.9 -0.2 -2.0
C -2.27409 0.48690 -1.17969 -1.2 -1.4 -0.6
O -2.97918 -0.41589 -1.35301 0.8 1.0 0.2
C 0.24315 1.99482 -2.03815 0.5 1.6 -3.6
C 0.43036 2.54495 -0.68596 4.2 3.4 -0.6
C 1.15962 3.68488 -0.26589 -1.2 -2.2 -2.5
C 1.41425 4.05247 1.07494 0.6 1.0 1.5
C 1.16653 5.38846 1.47715 0.0 -1.1 0.1
C 1.26917 5.71997 2.82304 0.2 -0.2 -0.1
C 1.65875 4.74198 3.73888 -0.1 0.1 0.6
C 1.99466 3.44634 3.33313 0.3 -0.1 0.1
C 1.95883 3.12222 1.99234 0.1 0.6 -0.6
Co 1.56159 0.75488 -1.48647 -0.4 0.3 1.1
C 2.04698 0.03831 0.03213 2.3 -1.2 1.0
O 2.56223 -0.44400 0.95189 -0.9 0.4 -0.6
C 2.94113 1.30930 -2.36978 1.1 1.0 0.1
O 3.90935 1.58370 -2.95283 -0.5 -0.4 0.0
P 0.99069 -0.88887 -2.60073 -0.7 0.5 0.1
C -0.04271 -2.15315 -1.78212 0.0 -0.7 -0.7
C -0.40452 -3.29199 -2.52531 -0.1 -0.3 0.9
C -0.88065 -4.42469 -1.85438 0.0 0.2 -0.3
C -0.98966 -4.41726 -0.46094 0.1 0.4 0.2
C -0.69710 -3.25075 0.26224 -0.2 -0.2 -0.3
C -0.26123 -2.10237 -0.40080 0.1 -0.2 -0.1
C 0.14983 -0.42782 -4.14965 -0.2 -0.4 -0.1
C -1.17518 -0.80242 -4.40653 0.2 0.3 -0.5
C -1.78614 -0.38630 -5.59587 0.3 0.2 0.1
C -1.09461 0.44734 -6.48205 -0.1 -0.2 0.0
C 0.22029 0.84259 -6.21379 0.1 -0.2 0.5
C 0.85027 0.40104 -5.04703 -0.5 -0.1 -0.2
C 2.42082 -1.88260 -3.20653 -0.3 -0.4 0.0
C 2.51897 -2.30848 -4.53934 0.5 -0.1 0.2
C 3.62950 -3.05115 -4.95565 0.0 0.1 0.3
C 4.62827 -3.39581 -4.03877 -0.2 0.0 0.1
C 4.51720 -2.99971 -2.70026 -0.3 0.1 -0.1
C 3.41330 -2.24834 -2.28117 0.2 0.0 -0.3
H 0.32825 2.53704 -2.99264 0.4 0.2 0.7
H 1.50086 4.33481 -1.07423 0.3 -0.2 0.1
H 0.83220 6.07988 0.70866 0.0 0.1 0.2
H 1.03543 6.73119 3.14657 0.1 -0.1 0.1
H 1.72122 4.98680 4.80553 -0.1 -0.1 -0.4
H 2.26971 2.66400 4.05346 -0.1 0.6 -0.2
H 2.37188 2.18828 1.58240 -0.5 0.5 0.5
H -0.28329 -3.29782 -3.61161 0.1 -0.1 0.4
H -1.14401 -5.31076 -2.43811 0.1 0.2 0.3
H -1.29998 -5.31595 0.07829 0.0 0.3 -0.2
H -0.79867 -3.23067 1.34722 -0.1 0.0 -0.3
H -0.06271 -1.18251 0.15869 -0.1 -0.4 -0.2
H -1.72367 -1.41111 -3.68649 0.1 0.2 -0.2
H -2.80542 -0.71435 -5.81220 0.3 0.2 0.0
H -1.58137 0.78867 -7.39462 0.1 -0.1 0.2
H 0.76970 1.49028 -6.89869 -0.2 -0.1 0.1
H 1.88110 0.69487 -4.82292 -0.4 -0.1 -0.1
H 1.75400 -2.03373 -5.26560 0.2 -0.1 0.2
H 3.70759 -3.34892 -6.00237 0.0 0.0 0.3
H 5.48526 -3.98755 -4.36252 -0.2 0.2 0.1
H 5.29219 -3.26458 -1.97764 -0.2 0.1 -0.2
H 3.34531 -1.91522 -1.24038 0.0 -0.1 -0.4
C -2.97519 -2.36128 5.83563 0.0 -0.1 0.0
C -2.71818 -0.97698 5.20310 0.1 0.2 -0.1
C -3.75993 -0.01309 5.78385 -0.1 0.0 0.1
C -1.28639 -0.49649 5.52162 0.0 -0.3 0.0
C -0.84815 0.79826 4.78717 -1.2 0.0 -1.4
O 0.02146 1.51602 5.29591 0.4 0.1 0.7
C -1.47544 1.08974 3.52396 -1.0 -0.9 1.3
C -2.30761 0.14271 2.83448 0.8 0.4 1.4
O -2.58168 0.19242 1.63496 -0.6 -0.2 -0.2
C -2.84950 -1.05735 3.66460 0.1 -0.3 0.2
H -2.26283 -3.12075 5.47708 -0.1 0.2 0.0
H -2.91303 -2.33460 6.93587 0.1 0.1 -0.2
H -3.99117 -2.72050 5.60988 0.2 0.1 -0.1
H -3.62169 0.99632 5.38814 0.0 -0.1 0.0
H -4.77397 -0.35758 5.54187 0.1 0.1 -0.1
H -3.69467 0.02311 6.88101 0.1 0.0 -0.1
H -1.17865 -0.33605 6.60784 0.1 0.0 -0.3
H -0.60710 -1.32298 5.23307 0.0 0.3 0.1
H -1.33215 2.06726 3.08480 0.4 -0.2 -0.1
H -2.31001 -1.96322 3.34239 -0.1 0.1 -0.1
H -3.90733 -1.22480 3.41040 0.2 0.1 -0.2
```
Forces are in eV/Å.

The HOMO energy is -0.8582 eV. As for the multiplicity: 1. Its charge is -2. The gap between HOMO and LUMO comes out at 4.99 eV. The total energy comes out at -140885.8435 eV.



Which of these has the lowest HOMO?
C3H9NO



Copy entry 1 word for word.
Entry from OMol25: C3H9NO in the gas phase in a non-equilibrium geometry (wB97M-V/def2-TZVPD).

```
14
Properties=species:S:1:pos:R:3:forces:R:3
C 0.22284 0.19876 -1.09004 -3.0 -0.2 -0.8
C -0.00868 -0.91305 -0.01194 3.8 -2.2 -3.1
C -0.46041 -0.48875 1.29032 -0.2 0.8 4.2
H 2.01091 1.20074 -0.76847 -0.7 -0.4 -0.8
H 0.97835 2.01721 -0.02217 -1.8 -1.5 -1.0
H -0.71466 0.72265 -1.32816 -0.6 -0.8 0.3
H 0.31247 -0.36693 -2.10244 1.1 1.3 1.6
H 1.06906 -1.40352 0.07379 -1.9 0.8 0.2
H -0.53536 -1.75054 -0.52220 -0.3 0.7 0.4
H -1.00152 -1.32394 1.98788 1.4 1.8 -1.8
H 0.52424 -0.14993 1.85814 -2.4 -0.2 -0.7
H -2.01664 0.21054 0.36207 2.2 2.4 3.2
N 0.99184 1.38742 -0.87073 4.3 0.9 1.1
O -1.37244 0.65934 1.14395 -1.9 -3.3 -2.8
```
Forces are in eV/Å.

The HOMO energy is -9.2568 eV. The energy above the lowest of the compared OMol25 structures with the same formula, charge and spin comes out at 286.3 kJ/mol. As for the multiplicity: 1. As for the SMILES: NCCCO. The gap between HOMO and LUMO comes out at 10.12 eV. The total energy comes out at -6792.0883 eV.



What is the formula in the first record?
C3H9NO



Look up the gap between HOMO and LUMO of the first one.
10.12 eV